(1)
{
  "formula": "C48H144O48",
  "method": "the ωB97M-V functional and the def2-TZVPD basis",
  "e_above_lowest_kcal_mol": 59.1,
  "homo_energy_ev": -9.3,
  "multiplicity": 1,
  "mol_weight_da": 1489.63,
  "homo_lumo_gap_ev": 9.68,
  "elements": ["C", "C", "O", "O", "H", "H", "H", "H", "H", "H", "C", "C", "O", "O", "H", "H", "H", "H", "H", "H", "C", "C", "O", "O", "H", "H", "H", "H", "H", "H", "C", "C", "O", "O", "H", "H", "H", "H", "H", "H", "C", "C", "O", "O", "H", "H", "H", "H", "H", "H", "C", "C", "O", "O", "H", "H", "H", "H", "H", "H", "C", "C", "O", "O", "H", "H", "H", "H", "H", "H", "C", "C", "O", "O", "H", "H", "H", "H", "H", "H", "C", "C", "O", "O", "H", "H", "H", "H", "H", "H", "C", "C", "O", "O", "H", "H", "H", "H", "H", "H", "C", "C", "O", "O", "H", "H", "H", "H", "H", "H", "C", "C", "O", "O", "H", "H", "H", "H", "H", "H", "C", "C", "O", "O", "H", "H", "H", "H", "H", "H", "C", "C", "O", "O", "H", "H", "H", "H", "H", "H", "C", "C", "O", "O", "H", "H", "H", "H", "H", "H", "C", "C", "O", "O", "H", "H", "H", "H", "H", "H", "C", "C", "O", "O", "H", "H", "H", "H", "H", "H", "C", "C", "O", "O", "H", "H", "H", "H", "H", "H", "C", "C", "O", "O", "H", "H", "H", "H", "H", "H", "C", "C", "O", "O", "H", "H", "H", "H", "H", "H", "C", "C", "O", "O", "H", "H", "H", "H", "H", "H", "C", "C", "O", "O", "H", "H", "H", "H", "H", "H", "C", "C", "O", "O", "H", "H", "H", "H", "H", "H", "C", "C", "O", "O", "H", "H", "H", "H", "H", "H"],
  "coordinates": [[14.26, -18.46, 14.50], [14.21, -19.63, 13.52], [14.51, -20.79, 14.24], [13.27, -18.72, 15.50], [13.92, -17.53, 14.04], [15.24, -18.46, 14.99], [15.01, -19.45, 12.72], [13.20, -19.61, 13.09], [14.27, -21.58, 13.79], [13.66, -18.71, 16.39], [22.41, -16.70, 12.94], [22.84, -18.11, 12.49], [21.83, -18.91, 11.84], [21.17, -16.75, 13.68], [22.12, -16.15, 12.02], [23.22, -16.19, 13.49], [23.19, -18.69, 13.35], [23.64, -17.93, 11.85], [21.18, -19.08, 12.53], [21.40, -17.06, 14.54], [10.55, -24.03, 9.64], [11.04, -23.57, 8.28], [10.13, -23.67, 7.26], [10.50, -25.45, 9.80], [9.64, -23.57, 9.89], [11.30, -23.70, 10.30], [12.00, -24.06, 8.10], [11.23, -22.52, 8.42], [9.89, -24.59, 7.19], [9.61, -25.79, 9.93], [18.14, -20.11, 13.22], [18.05, -18.65, 13.70], [17.65, -17.86, 12.58], [19.19, -20.31, 12.22], [17.15, -20.44, 12.81], [18.34, -20.87, 14.04], [19.09, -18.41, 13.98], [17.30, -18.42, 14.45], [18.39, -17.49, 12.09], [18.86, -19.90, 11.40], [18.70, -28.21, 6.99], [20.18, -28.57, 6.89], [20.86, -28.65, 8.11], [18.56, -26.82, 7.21], [18.19, -28.85, 7.74], [18.22, -28.48, 6.02], [20.83, -27.95, 6.25], [20.28, -29.55, 6.40], [21.13, -27.75, 8.44], [19.11, -26.63, 7.97], [11.19, -22.04, 12.51], [11.10, -21.54, 13.97], [11.98, -22.10, 14.89], [12.61, -22.14, 12.18], [10.78, -21.27, 11.85], [10.81, -23.04, 12.40], [10.09, -21.54, 14.34], [11.16, -20.46, 13.97], [12.72, -21.46, 15.05], [12.90, -21.31, 11.70], [12.79, -21.58, 3.94], [14.32, -21.48, 3.88], [14.97, -22.77, 4.19], [12.57, -22.19, 5.24], [12.45, -22.24, 3.13], [12.42, -20.59, 3.87], [14.62, -20.73, 4.63], [14.72, -21.20, 2.94], [14.57, -22.85, 5.09], [11.81, -21.76, 5.63], [12.23, -26.40, 12.58], [13.35, -25.49, 12.85], [13.66, -24.57, 11.79], [12.14, -27.15, 11.41], [11.32, -25.81, 12.69], [12.33, -27.10, 13.43], [14.28, -26.03, 12.96], [13.16, -25.00, 13.81], [13.29, -23.66, 11.85], [12.19, -26.50, 10.66], [13.63, -18.69, 9.88], [13.94, -18.53, 8.45], [12.70, -18.82, 7.81], [13.29, -20.07, 10.13], [12.76, -18.12, 10.12], [14.34, -18.38, 10.66], [14.75, -19.06, 8.04], [14.04, -17.46, 8.24], [12.65, -19.71, 7.42], [13.93, -20.63, 9.64], [20.37, -19.38, 16.36], [20.48, -20.60, 17.20], [21.78, -21.31, 16.96], [21.56, -18.61, 16.20], [19.63, -18.73, 16.81], [19.94, -19.71, 15.40], [19.64, -21.24, 16.84], [20.51, -20.40, 18.21], [21.55, -22.17, 16.58], [22.32, -19.24, 16.33], [19.32, -16.78, 9.52], [18.18, -17.72, 9.22], [18.51, -19.07, 9.52], [19.73, -16.69, 10.92], [19.01, -15.72, 9.23], [20.22, -16.93, 8.97], [17.75, -17.67, 8.15], [17.38, -17.36, 9.85], [19.17, -19.38, 8.92], [20.16, -17.52, 11.15], [19.97, -27.18, 16.23], [19.02, -28.40, 16.11], [18.65, -28.72, 14.72], [19.33, -25.92, 15.90], [20.77, -27.40, 15.51], [20.45, -27.13, 17.22], [18.08, -28.16, 16.68], [19.38, -29.39, 16.49], [18.62, -27.91, 14.09], [19.15, -25.93, 14.92], [18.34, -24.08, 5.02], [19.26, -24.06, 6.28], [20.35, -23.06, 6.17], [17.74, -22.75, 4.75], [17.51, -24.77, 5.23], [18.89, -24.41, 4.12], [19.81, -24.99, 6.32], [18.75, -23.94, 7.15], [20.02, -22.22, 5.95], [16.80, -22.92, 4.60], [22.41, -22.24, 8.63], [21.47, -21.23, 9.24], [20.59, -20.73, 8.26], [21.67, -23.57, 8.49], [23.25, -22.41, 9.34], [22.82, -21.88, 7.67], [22.05, -20.42, 9.77], [20.90, -21.66, 10.15], [20.36, -21.47, 7.70], [21.44, -23.40, 7.54], [9.44, -19.32, 7.38], [9.33, -19.67, 8.81], [10.38, -20.53, 9.22], [9.30, -20.45, 6.48], [10.43, -18.83, 7.20], [8.72, -18.55, 7.07], [8.41, -20.26, 8.99], [9.17, -18.68, 9.37], [11.22, -20.11, 9.17], [9.11, -21.19, 7.02], [17.49, -25.27, 13.03], [17.05, -23.85, 13.37], [17.49, -22.99, 12.27], [18.89, -25.49, 13.33], [17.23, -25.59, 11.98], [16.96, -25.90, 13.76], [17.54, -23.52, 14.31], [16.00, -23.82, 13.61], [17.23, -23.33, 11.35], [19.44, -24.73, 13.02], [14.75, -29.07, 12.30], [15.22, -29.00, 10.85], [16.28, -28.04, 10.67], [13.58, -29.84, 12.28], [14.59, -28.08, 12.64], [15.45, -29.65, 12.93], [14.40, -28.62, 10.28], [15.45, -30.02, 10.56], [17.17, -28.45, 10.68], [12.90, -29.34, 11.77], [19.94, -19.65, 4.97], [21.36, -19.73, 5.29], [21.70, -18.99, 6.46], [19.20, -20.64, 5.65], [19.77, -19.92, 3.81], [19.47, -18.62, 5.15], [21.95, -19.35, 4.43], [21.65, -20.83, 5.29], [21.42, -19.43, 7.24], [18.45, -21.14, 5.27], [16.86, -23.84, 17.32], [15.94, -22.81, 16.84], [16.72, -21.68, 16.42], [17.28, -23.63, 18.68], [17.69, -23.77, 16.63], [16.27, -24.76, 17.28], [15.16, -22.55, 17.58], [15.43, -23.25, 15.90], [16.05, -21.01, 16.26], [18.01, -24.23, 18.81], [16.12, -21.53, 9.54], [17.37, -22.22, 9.19], [17.38, -23.63, 9.52], [15.11, -21.70, 8.53], [16.38, -20.48, 9.50], [15.71, -21.68, 10.50], [18.22, -21.79, 9.70], [17.55, -22.09, 8.11], [16.97, -24.06, 8.75], [14.78, -22.58, 8.63], [19.93, -27.49, 11.04], [19.95, -26.12, 10.47], [20.63, -26.14, 9.22], [19.11, -28.36, 10.29], [19.49, -27.48, 12.03], [20.91, -27.96, 11.10], [20.57, -25.45, 11.09], [18.91, -25.78, 10.46], [21.03, -25.30, 9.07], [19.75, -28.78, 9.67], [16.86, -14.35, 13.04], [15.60, -14.99, 12.41], [15.76, -16.18, 11.73], [16.60, -13.00, 13.49], [17.60, -14.30, 12.28], [17.19, -14.83, 13.96], [15.09, -14.18, 11.78], [14.78, -15.04, 13.19], [16.56, -16.66, 12.12], [17.24, -12.84, 14.19], [22.04, -23.40, 14.25], [21.32, -22.65, 13.15], [20.26, -23.35, 12.54], [21.36, -23.56, 15.48], [23.00, -22.80, 14.46], [22.34, -24.45, 13.96], [22.00, -22.34, 12.38], [21.09, -21.66, 13.53], [19.47, -22.88, 12.47], [20.63, -24.23, 15.34], [14.79, -25.22, 7.17], [14.17, -25.49, 8.53], [14.35, -24.24, 9.29], [16.16, -25.06, 7.50], [14.33, -24.29, 6.78], [14.66, -26.03, 6.41], [14.67, -26.31, 9.01], [13.09, -25.63, 8.53], [14.59, -24.43, 10.21], [16.72, -25.76, 7.13]]
}

(2)
{
  "formula": "C30H30B3N3O26",
  "method": "the ωB97M-V functional and the def2-TZVPD basis",
  "e_above_lowest_kcal_mol": 0.0,
  "homo_energy_ev": -5.9,
  "multiplicity": 1,
  "charge": -2,
  "mol_weight_da": 881.00,
  "homo_lumo_gap_ev": 9.52,
  "elements": ["N", "H", "H", "H", "H", "O", "C", "O", "B", "O", "C", "O", "O", "C", "O", "C", "O", "O", "O", "C", "O", "B", "O", "C", "O", "O", "C", "O", "C", "O", "O", "O", "C", "O", "B", "O", "C", "O", "O", "C", "O", "C", "O", "O", "C", "C", "C", "O", "C", "H", "H", "H", "H", "H", "H", "H", "H", "C", "C", "C", "O", "C", "H", "H", "H", "H", "H", "H", "H", "H", "N", "C", "C", "C", "C", "C", "H", "H", "H", "H", "H", "N", "C", "C", "C", "C", "C", "H", "H", "H", "H", "H"],
  "coordinates": [[-0.47, 0.31, -0.10], [-0.40, 1.29, 0.20], [-1.38, -0.06, 0.27], [0.15, -0.32, 0.41], [-0.41, 0.19, -1.11], [-7.07, -1.47, -6.47], [-6.04, -1.00, -6.05], [-5.87, -0.27, -4.99], [-4.44, 0.03, -4.72], [-3.77, -0.60, -5.86], [-4.65, -1.18, -6.69], [-4.40, -1.77, -7.69], [-4.30, 1.51, -4.65], [-3.70, 1.83, -3.55], [-3.50, 2.97, -3.17], [-3.39, 0.55, -2.76], [-3.90, -0.47, -3.44], [-2.77, 0.50, -1.74], [3.62, -1.06, 8.05], [2.96, -0.31, 7.39], [3.20, -0.02, 6.11], [2.19, 0.96, 5.65], [1.46, 1.35, 6.87], [1.79, 0.58, 7.89], [1.46, 0.68, 9.03], [1.34, 0.38, 4.61], [1.50, 1.05, 3.49], [0.90, 0.93, 2.46], [2.48, 2.22, 3.77], [2.80, 2.16, 5.06], [2.82, 3.03, 2.95], [3.71, -2.35, -1.03], [3.37, -2.90, -0.02], [4.02, -3.89, 0.57], [3.29, -4.28, 1.79], [2.05, -3.48, 1.77], [2.00, -2.71, 0.72], [1.16, -1.95, 0.31], [3.04, -5.71, 1.95], [3.70, -6.17, 2.99], [3.81, -7.31, 3.36], [4.39, -4.99, 3.67], [4.12, -3.90, 2.97], [5.01, -5.05, 4.70], [0.07, -3.24, -3.21], [1.44, -2.54, -3.13], [1.14, -1.08, -3.22], [-0.11, -0.97, -2.54], [-0.91, -2.09, -2.81], [0.04, -3.98, -2.41], [-0.20, -3.74, -4.13], [1.99, -2.93, -3.99], [2.04, -2.79, -2.26], [0.91, -0.77, -4.25], [1.93, -0.42, -2.87], [-1.59, -1.88, -3.64], [-1.47, -2.40, -1.93], [3.83, 2.27, -1.15], [3.15, 2.77, -2.42], [1.69, 2.79, -2.07], [1.51, 1.73, -1.15], [2.68, 1.64, -0.31], [4.27, 3.11, -0.61], [4.58, 1.50, -1.33], [3.19, 2.13, -3.31], [3.45, 3.76, -2.78], [1.03, 2.70, -2.94], [1.41, 3.73, -1.57], [2.78, 0.57, -0.11], [2.55, 2.15, 0.65], [-0.72, 3.11, 0.44], [-1.55, 3.64, -0.48], [-1.70, 5.00, -0.68], [-0.85, 5.87, -0.01], [0.01, 5.35, 0.95], [0.03, 3.97, 1.14], [-2.16, 2.92, -1.02], [-2.37, 5.42, -1.42], [-0.90, 6.93, -0.19], [0.66, 6.04, 1.47], [0.72, 3.60, 1.88], [-2.73, -0.73, 1.23], [-3.72, -1.42, 0.63], [-4.87, -1.83, 1.31], [-5.03, -1.54, 2.64], [-4.03, -0.82, 3.28], [-2.93, -0.45, 2.53], [-3.61, -1.66, -0.42], [-5.47, -2.53, 0.75], [-5.91, -1.86, 3.19], [-4.04, -0.44, 4.30], [-2.12, 0.08, 3.02]]
}

(3)
{
  "formula": "C22H24N4OP2Sm",
  "method": "the ωB97M-V functional and the def2-TZVPD basis",
  "e_above_lowest_kcal_mol": 15.6,
  "homo_energy_ev": [-11.0, -11.0],
  "multiplicity": 6,
  "charge": 1,
  "s_squared": 8.783,
  "mol_weight_da": 572.77,
  "homo_lumo_gap_ev": [6.78, 6.95],
  "elements": ["C", "C", "C", "C", "C", "C", "C", "C", "C", "C", "C", "C", "C", "H", "H", "H", "H", "H", "H", "H", "N", "Sm", "C", "H", "H", "C", "H", "H", "P", "P", "C", "H", "H", "H", "C", "H", "H", "H", "C", "H", "H", "H", "C", "H", "H", "H", "C", "O", "H", "N", "C", "N", "C", "N"],
  "coordinates": [[2.07, -3.61, -0.94], [1.32, -2.47, -1.20], [-0.03, -2.38, -0.72], [-0.59, -3.51, -0.02], [0.22, -4.65, 0.23], [1.53, -4.68, -0.20], [-1.91, -3.40, 0.44], [-2.69, -2.28, 0.15], [-2.07, -1.19, -0.56], [-2.84, -0.02, -0.85], [-4.14, 0.08, -0.36], [-4.72, -0.96, 0.37], [-4.02, -2.12, 0.62], [3.09, -3.67, -1.30], [-0.22, -5.49, 0.78], [2.16, -5.54, 0.02], [-2.36, -4.21, 1.00], [-4.71, 1.00, -0.56], [-5.73, -0.83, 0.75], [-4.47, -2.95, 1.18], [-0.73, -1.22, -0.82], [0.64, 0.86, 1.45], [1.93, -1.27, -1.90], [1.22, -0.81, -2.60], [2.86, -1.55, -2.41], [-2.20, 1.14, -1.59], [-1.57, 0.78, -2.42], [-2.97, 1.82, -1.98], [2.37, 0.03, -0.65], [-1.09, 2.08, -0.44], [-2.34, 3.08, 0.43], [-1.82, 3.81, 1.06], [-3.00, 3.60, -0.28], [-2.94, 2.45, 1.09], [-0.41, 3.31, -1.61], [-1.21, 3.88, -2.10], [0.24, 3.99, -1.05], [0.21, 2.80, -2.36], [3.78, -0.82, 0.14], [4.48, -1.15, -0.64], [4.29, -0.12, 0.82], [3.44, -1.68, 0.72], [3.29, 1.19, -1.72], [3.70, 1.99, -1.08], [4.11, 0.65, -2.22], [2.62, 1.65, -2.46], [-1.01, 1.34, 3.34], [-1.79, 1.41, 4.19], [-0.52, -0.65, 1.97], [1.73, 2.84, 1.77], [2.40, 3.64, 2.34], [3.14, 4.54, 2.83], [3.46, 4.59, 4.10], [3.80, 4.68, 5.23]]
}

(4)
{
  "formula": "C5H14BNO",
  "method": "the ωB97M-V functional and the def2-TZVPD basis",
  "e_above_lowest_kcal_mol": 88.6,
  "homo_energy_ev": [-7.6, -7.6],
  "multiplicity": 1,
  "mol_weight_da": 114.98,
  "homo_lumo_gap_ev": [8.10, 8.10],
  "elements": ["B", "C", "C", "C", "C", "C", "N", "O", "H", "H", "H", "H", "H", "H", "H", "H", "H", "H", "H", "H", "H", "H"],
  "coordinates": [[-0.96, -0.15, 0.65], [-1.51, 0.71, 1.81], [3.17, 0.21, 0.97], [-3.09, -1.42, -1.24], [2.18, 1.33, 0.75], [1.17, 0.89, -0.30], [-2.23, -1.92, -0.27], [0.22, -0.05, -0.05], [-1.07, 0.33, 2.72], [-2.49, 0.62, 2.08], [-1.36, 1.79, 1.77], [3.64, 0.11, -0.03], [3.66, 0.32, 1.93], [2.60, -0.74, 1.17], [-3.70, -2.20, -1.90], [-3.95, -1.03, -0.71], [-2.69, -0.71, -1.99], [2.63, 2.16, 0.31], [1.71, 1.44, 1.71], [0.70, 1.87, -0.41], [1.71, 0.65, -1.30], [-1.43, -2.42, -0.76]]
}

(5)
{
  "formula": "C4H8O3",
  "method": "the ωB97M-V functional and the def2-TZVPD basis",
  "e_above_lowest_kcal_mol": 37.5,
  "homo_energy_ev": -10.6,
  "multiplicity": 1,
  "mol_weight_da": 104.10,
  "homo_lumo_gap_ev": 11.63,
  "elements": ["C", "C", "C", "O", "H", "H", "H", "H", "H", "H", "O", "C", "O", "H", "H"],
  "coordinates": [[0.24, -1.90, -1.54], [-0.01, -0.61, -0.80], [1.04, 0.38, -0.59], [0.63, -0.50, 0.48], [1.29, -2.18, -1.46], [-0.02, -1.78, -2.59], [-0.37, -2.71, -1.12], [-1.04, -0.24, -0.79], [0.77, 1.42, -0.44], [2.04, 0.17, -0.96], [-0.81, 2.39, 0.89], [-1.08, 1.95, 1.98], [-0.78, 0.74, 2.43], [-1.61, 2.53, 2.75], [-0.28, 0.26, 1.72]]
}

(6)
{
  "formula": "H2IO",
  "method": "the ωB97M-V functional and the def2-TZVPD basis",
  "e_above_lowest_kcal_mol": 6.1,
  "homo_energy_ev": -3.4,
  "multiplicity": 1,
  "charge": -1,
  "mol_weight_da": 144.92,
  "homo_lumo_gap_ev": 7.04,
  "elements": ["O", "H", "H", "I"],
  "coordinates": [[0.49, 1.28, 0.53], [1.21, 0.89, 1.07], [0.06, 0.51, 0.09], [-1.76, -2.68, -1.70]]
}

(7)
{
  "formula": "CH10O6",
  "method": "the ωB97M-V functional and the def2-TZVPD basis",
  "e_above_lowest_kcal_mol": 41.3,
  "homo_energy_ev": -10.5,
  "multiplicity": 1,
  "mol_weight_da": 118.09,
  "homo_lumo_gap_ev": 10.73,
  "elements": ["O", "C", "O", "H", "H", "O", "H", "H", "O", "H", "H", "O", "H", "H", "O", "H", "H"],
  "coordinates": [[2.04, 0.47, 0.11], [1.43, 0.55, 1.19], [0.80, -0.50, 1.57], [1.54, 1.31, 1.93], [-0.23, -0.57, 1.74], [-1.94, 1.60, 0.21], [-1.20, 2.06, -0.20], [-2.68, 1.84, -0.35], [-0.61, -0.75, -1.55], [-0.29, -0.56, -0.67], [0.13, -1.13, -2.01], [2.59, -1.26, -2.17], [2.58, -1.62, -3.15], [2.51, -0.35, -2.18], [-1.99, -0.31, 2.23], [-2.20, 0.31, 1.54], [-2.47, -1.08, 1.76]]
}

(8)
{
  "formula": "C8H14O2S",
  "method": "the ωB97M-V functional and the def2-TZVPD basis",
  "e_above_lowest_kcal_mol": 111.0,
  "homo_energy_ev": -9.0,
  "multiplicity": 1,
  "mol_weight_da": 174.27,
  "homo_lumo_gap_ev": 9.59,
  "elements": ["C", "C", "C", "C", "C", "C", "C", "C", "O", "O", "S", "H", "H", "H", "H", "H", "H", "H", "H", "H", "H", "H", "H", "H", "H"],
  "coordinates": [[-0.92, -4.54, -1.73], [-0.47, -3.19, -2.21], [-0.46, -0.27, 0.64], [0.23, 2.15, 0.21], [0.90, -0.93, 0.35], [1.69, 1.80, -0.13], [-0.25, 1.17, 1.33], [-1.66, 1.54, 1.72], [0.91, 0.17, -1.96], [0.28, -4.14, -1.38], [1.85, 0.11, -0.85], [-0.07, -3.13, -3.19], [-0.50, -2.19, -1.84], [-1.09, -0.12, -0.36], [-1.02, -0.82, 1.35], [0.39, 3.24, 0.51], [-0.32, 2.07, -0.73], [1.27, -1.36, 1.22], [0.69, -1.85, -0.27], [1.95, 2.31, -1.04], [2.48, 1.89, 0.59], [0.54, 1.03, 2.07], [-2.22, 0.85, 2.40], [-2.41, 1.72, 0.95], [-1.78, 2.49, 2.35]]
}